Run i
Here is a cluster of 2 separate species, C5H10IN in total from the OMol25 dataset. Energies are from ωB97M-V with the def2-TZVPD basis set.

Multiplicity = 1
Charge = 0
SMILES string = C/C(I)=C\N.C=C
Gap between HOMO and LUMO = 8.607 eV
Molar mass = 211.05 g/mol

Last column: Mulliken charge in e.
CARTESIAN COORDINATES (ANGSTROEM)
C  -1.56089  -0.86594  -0.97537  -1.2217
C  -0.59362  -0.97385  0.12434  0.0101
I  -1.45332  -1.01955  2.02908  0.1033
C  0.70367  -1.20609  -0.09175  -0.0985
N  1.43307  -1.18969  -1.25731  -0.4231
H  -2.47451  -1.40969  -0.69260  0.3686
H  -1.68989  0.19835  -0.99321  0.2636
H  -1.10731  -1.23274  -1.89852  0.3510
H  1.31492  -1.19126  0.89345  0.2424
H  0.75788  -1.38958  -1.99652  0.1712
H  2.26989  -1.71433  -1.32973  0.2421
C  0.86765  2.07782  1.49417  -0.4072
C  0.06160  1.85663  0.51214  -0.4714
H  1.90311  2.28518  1.41024  0.3004
H  0.26480  2.13838  2.45695  0.1669
H  0.31522  1.79013  -0.58286  0.2344
H  -1.01226  1.84625  0.89751  0.1682

***

Run ii
Here is a cluster of 2 separate species, C5H10IN in total from the OMol25 dataset. Energies are from ωB97M-V with the def2-TZVPD basis set.

Multiplicity = 1
Charge = 0
Gap between HOMO and LUMO (alpha / beta) = 8.213 / 8.212 eV
Molar mass = 211.05 g/mol

Last column: Mulliken charge in e.
CARTESIAN COORDINATES (ANGSTROEM)
C  -1.17413  -1.18712  0.30570  -0.2000
C  2.05251  0.59105  1.09197  -0.9520
C  -1.36021  0.75151  -1.35628  -0.9875
C  1.38218  0.04272  -0.17937  -0.6194
C  -0.95525  0.24672  -0.00716  0.1153
N  -1.53203  -1.97901  -0.61030  -0.6485
I  -1.06475  1.42337  1.71078  0.1060
H  -1.09077  -1.58716  1.36533  0.3425
H  2.23003  1.62852  0.95917  0.3572
H  1.44286  0.39842  2.04258  0.2524
H  3.16473  0.22038  1.00333  0.3028
H  -0.45533  0.93197  -1.99555  0.2012
H  -2.04320  -0.02056  -1.62208  0.3313
H  -1.78461  1.64016  -1.14382  0.3927
H  1.29179  -0.98230  -0.37872  0.4417
H  1.72449  0.70650  -0.97261  0.3121
H  -1.82832  -2.82517  -0.21297  0.2522

***

Energy ordering: run i at the bottom, the next structure 148.1 kJ/mol above.

***

Run i
Here is a cluster of 7 separate species, C45H99N5O7 in total from the OMol25 dataset. Energies are from ωB97M-V with the def2-TZVPD basis set.

Multiplicity = 1
Charge = 0
SMILES string = CC1(C)CCCC(C)(C)N1O.CC1(C)CCCC(C)(C)N1O.CC1(C)CCCC(C)(C)N1O.CC1(C)CCCC(C)(C)N1O.CC1(C)CCCC(C)(C)N1O.O.O
Gap between HOMO and LUMO = 8.023 eV
Molar mass = 822.32 g/mol

Last column: Mulliken charge in e.
CARTESIAN COORDINATES (ANGSTROEM)
C  0.62137  4.03867  -3.44336  -1.6622
C  1.07815  2.60233  -3.68399  1.6074
C  0.37104  2.00305  -4.88988  -1.9817
C  2.60890  2.54682  -3.90264  -1.3247
C  3.43410  2.82575  -2.65527  -0.8928
C  3.14136  1.75914  -1.60273  -0.7816
C  1.62985  1.64321  -1.27769  2.7527
C  1.37479  0.23001  -0.75294  -2.1495
C  1.19203  2.69189  -0.24613  -1.2691
N  0.84690  1.71778  -2.52465  0.2357
O  -0.53396  1.49064  -2.29003  -0.0437
H  0.94377  4.74030  -4.21422  0.5038
H  -0.46642  4.11086  -3.36814  0.3403
H  1.01462  4.40447  -2.49316  0.2766
H  -0.68110  1.75594  -4.74632  0.2434
H  0.30346  2.70778  -5.72789  0.4487
H  0.89812  1.13957  -5.29795  0.4050
H  2.96892  1.67614  -4.45067  0.3142
H  2.75424  3.39424  -4.58738  0.4919
H  4.51041  2.82299  -2.83736  0.5490
H  3.19770  3.81590  -2.25982  0.2081
H  3.49062  2.24641  -0.68470  -0.0061
H  3.59440  0.78702  -1.76912  0.5203
H  1.55011  0.17892  0.32266  -0.4461
H  1.98985  -0.44946  -1.34875  0.7750
H  0.37662  -0.13829  -0.94117  0.1509
H  1.45421  3.69705  -0.58472  0.7184
H  1.67668  2.66706  0.73476  -0.0085
H  0.13470  2.82039  -0.11261  -0.2631
H  -0.82332  2.31454  -1.86534  0.3434
C  1.31478  -0.17140  3.66229  -0.4584
C  2.21977  0.61825  4.60936  2.0390
C  1.32731  1.48849  5.51773  -1.7398
C  3.01396  -0.35686  5.48345  -1.3457
C  4.27263  -0.95533  4.80373  -0.1603
C  5.14724  0.17751  4.24532  -1.6050
C  4.37401  1.12580  3.35330  2.0401
C  5.34258  2.30806  3.12120  -1.9725
C  4.14165  0.45066  1.98377  -1.2554
N  3.13527  1.57508  3.97173  -0.2074
O  2.45990  2.46492  3.08311  -0.0833
H  1.74549  -1.14561  3.42520  -0.4465
H  0.25432  -0.22017  3.91733  0.6607
H  1.21918  0.31823  2.68276  -0.4879
H  0.41549  0.97572  5.83480  0.3979
H  1.78698  2.03801  6.33609  0.3916
H  0.87021  2.25245  4.87663  0.3162
H  3.35848  0.04709  6.43618  0.4136
H  2.46617  -1.28254  5.67692  0.2460
H  4.86556  -1.50857  5.53192  0.4705
H  3.96593  -1.62956  4.00040  -0.1833
H  5.94795  -0.21234  3.61366  0.5359
H  5.61011  0.66804  5.10618  0.3760
H  5.18615  3.01085  3.94908  0.4529
H  5.05293  2.83625  2.21102  0.2819
H  6.41357  2.12318  3.15949  0.4018
H  3.78835  -0.57832  2.08020  0.0800
H  5.05994  0.42449  1.39428  0.6173
H  3.40273  0.99510  1.39632  -0.1859
H  2.58732  3.29844  3.54908  0.3169
C  -1.66181  -5.74503  -4.30648  -2.1604
C  -2.36667  -4.40558  -4.06789  1.8988
C  -3.88950  -4.56039  -3.94727  -2.0636
C  -1.78840  -3.81183  -2.77704  -0.5957
C  -2.03117  -2.32089  -2.63466  0.1013
C  -1.59261  -1.48941  -3.85040  -1.0263
C  -2.13787  -2.08769  -5.15175  1.6181
C  -3.58501  -1.59242  -5.33993  -1.8683
C  -1.32605  -1.48245  -6.32428  -1.8894
N  -2.00874  -3.54055  -5.20284  0.4788
O  -2.38397  -4.05405  -6.45482  -0.5341
H  -0.59791  -5.56829  -4.45077  0.4241
H  -1.84095  -6.40704  -3.45624  0.3638
H  -2.12571  -6.23402  -5.16440  0.5199
H  -4.40392  -4.74846  -4.89250  0.4319
H  -4.17667  -5.41472  -3.32606  0.4483
H  -4.35841  -3.66710  -3.53707  0.3194
H  -2.23887  -4.38603  -1.96897  0.2155
H  -0.70988  -3.97193  -2.85563  0.2657
H  -3.02608  -2.06720  -2.26289  0.5206
H  -1.35461  -1.98849  -1.83455  -0.6270
H  -0.50725  -1.39890  -3.90884  0.2072
H  -2.03116  -0.50248  -3.70758  0.0751
H  -4.01671  -2.05841  -6.22754  0.3888
H  -3.62171  -0.50899  -5.46200  0.4542
H  -4.21929  -1.82414  -4.48418  0.3655
H  -0.25150  -1.66342  -6.27231  0.3910
H  -1.47892  -0.40136  -6.30548  0.3214
H  -1.70083  -1.84601  -7.28021  0.4907
H  -1.57029  -4.44626  -6.78774  0.3370
C  0.06992  5.03705  1.00910  -1.6237
C  -1.29543  4.45493  1.52732  1.7882
C  -0.95232  3.02678  2.07480  -1.6777
C  -1.74583  5.23312  2.77200  -1.0066
C  -2.47906  6.53200  2.35883  -0.9476
C  -3.62815  6.24426  1.42474  -1.1631
C  -3.21780  5.52647  0.12714  1.4419
C  -4.43262  4.97361  -0.59141  -1.8332
C  -2.44017  6.47536  -0.81449  -1.5335
N  -2.33004  4.42236  0.50262  0.2266
O  -1.97806  3.57762  -0.55445  -0.3977
H  0.15825  6.12392  1.04810  0.5123
H  0.89079  4.65671  1.62049  0.3406
H  0.21066  4.64236  0.02305  0.4135
H  -0.63705  2.36160  1.28785  -0.2374
H  -0.19152  3.14663  2.84705  0.1316
H  -1.77136  2.56098  2.63329  0.6815
H  -2.42811  4.68881  3.42759  0.4441
H  -0.86702  5.55767  3.33210  0.4143
H  -2.72218  7.05547  3.28625  0.4168
H  -1.70768  7.16410  1.90772  0.3503
H  -3.98744  7.22463  1.09190  0.4922
H  -4.46054  5.72042  1.89576  0.3467
H  -5.27296  5.66713  -0.54730  0.4203
H  -4.71323  3.98340  -0.22913  0.3552
H  -4.20357  4.80039  -1.64566  0.3033
H  -1.59764  6.89462  -0.26528  0.4094
H  -3.05985  7.33362  -1.09449  0.4946
H  -2.11971  5.97103  -1.72336  0.1452
H  -2.27501  2.67557  -0.29841  0.4058
C  -1.72598  -4.09857  1.30537  -0.8637
C  -0.77504  -5.27754  0.98086  2.0717
C  -1.53562  -6.32082  0.18862  -1.7727
C  0.39964  -4.75674  0.16628  -0.8693
C  1.38283  -3.85050  0.88169  0.8476
C  1.85291  -4.52453  2.16256  -1.4327
C  0.69645  -5.07960  3.05135  1.7673
C  1.35334  -6.03127  4.06139  -1.9618
C  0.11396  -3.89784  3.82666  -0.9829
N  -0.22432  -5.85697  2.21521  0.1086
O  -1.21436  -6.52023  2.96904  -0.4855
H  -2.23715  -3.79100  0.38661  0.1485
H  -2.45083  -4.37089  2.07225  0.4170
H  -1.23511  -3.16904  1.58749  -0.2054
H  -1.63902  -6.05454  -0.86356  0.0902
H  -1.07802  -7.31000  0.20780  0.5245
H  -2.55462  -6.44006  0.56307  0.3284
H  1.03502  -5.55664  -0.23790  0.5490
H  0.06234  -4.33262  -0.78569  -0.4424
H  2.19957  -3.77780  0.16088  0.6137
H  1.00429  -2.85140  1.12083  -0.8360
H  2.43569  -3.82828  2.76791  0.0519
H  2.48822  -5.35756  1.84941  0.5221
H  0.60985  -6.41122  4.76021  0.3953
H  2.15360  -5.54988  4.62282  0.3747
H  1.78539  -6.84182  3.47179  0.4865
H  0.55610  -3.56334  4.76447  0.3821
H  -0.93836  -4.05985  4.09322  0.2452
H  0.05974  -3.02061  3.17554  -0.1656
H  -1.88868  -5.85087  3.16902  0.4099
O  -3.02738  1.06765  -0.24084  -0.5466
H  -2.30149  0.46411  0.03087  0.3559
H  -3.46933  0.62187  -0.96869  0.3108
O  -1.21786  -0.64640  0.69814  -0.5251
H  -0.98729  -0.54951  1.62976  0.1386
H  -0.89934  -1.52180  0.45280  0.0013

***

Run ii
Here is a cluster of 7 separate species, C45H99N5O7 in total from the OMol25 dataset. Energies are from ωB97M-V with the def2-TZVPD basis set.

Multiplicity = 1
Charge = 0
SMILES string = CC1(C)CCCC(C)(C)N1O.CC1(C)CCCC(C)(C)N1O.CC1(C)CCCC(C)(C)N1O.CC1(C)CCCC(C)(C)N1O.CC1(C)CCCC(C)(C)N1O.O.O
Gap between HOMO and LUMO = 8.143 eV
Molar mass = 822.31 g/mol

Last column: Mulliken charge in e.
CARTESIAN COORDINATES (ANGSTROEM)
C  18.13969  14.62198  3.40035  -2.4389
C  17.26861  15.76915  3.03367  1.9447
C  16.69796  16.35727  4.27539  -1.7599
C  18.23985  16.76468  2.22667  -1.1936
C  17.54252  17.89082  1.57324  -0.7256
C  16.38612  17.24586  0.67153  -1.4429
C  15.39922  16.18997  1.28799  1.8294
C  14.42720  17.01301  2.24968  -1.6641
C  14.65612  15.48197  0.10584  -2.0408
N  16.15622  15.22267  2.08064  0.0223
O  15.36556  14.27990  2.66018  -0.2025
H  17.73571  13.94788  4.15566  0.3260
H  18.68481  14.14175  2.58776  0.5065
H  18.96232  14.89574  4.06098  0.6308
H  17.40865  16.39349  5.10104  0.4515
H  16.36252  17.34047  3.94541  0.3226
H  15.80196  15.92086  4.71680  0.2012
H  19.09124  17.05946  2.84014  0.4296
H  18.55864  16.24136  1.32522  0.4231
H  17.18686  18.48497  2.41503  0.3219
H  18.18294  18.50729  0.94242  0.4147
H  16.73947  16.94330  -0.31422  0.4613
H  15.73912  18.03472  0.28787  0.4658
H  13.94778  16.34139  2.96184  0.2480
H  13.61072  17.48416  1.70244  0.4688
H  14.85011  17.82569  2.84028  0.3828
H  14.22067  16.20921  -0.57944  0.4463
H  13.84193  14.82639  0.41471  0.3652
H  15.41070  14.92806  -0.45264  0.4905
H  15.57963  13.43160  2.26502  0.2740
C  14.73773  9.34069  -1.41495  -1.6478
C  13.29533  9.68135  -1.76700  1.8285
C  13.00160  11.17490  -1.36791  -1.9880
C  13.36499  9.51072  -3.34659  -1.3274
C  11.99407  9.50726  -4.06276  -0.8039
C  11.02070  8.45206  -3.42382  -1.1151
C  10.95046  8.48356  -1.88832  1.3786
C  9.98055  9.62820  -1.52446  -1.7306
C  10.25944  7.16058  -1.29307  -1.8736
N  12.28123  8.73438  -1.27738  0.1388
O  12.38030  8.72971  0.12443  -0.1248
H  14.80487  9.36787  -0.32736  -0.0717
H  15.02709  8.35263  -1.77287  0.5793
H  15.47904  10.02339  -1.83025  0.4193
H  12.41994  11.28220  -0.45235  0.3562
H  13.91166  11.61174  -0.95673  0.5704
H  12.60343  11.87926  -2.09829  0.3207
H  13.91433  10.33902  -3.79408  0.4628
H  13.95375  8.62732  -3.59369  0.4987
H  11.48795  10.43969  -3.81272  0.2637
H  12.21001  9.49241  -5.13105  0.4081
H  11.33949  7.44943  -3.70880  0.4032
H  10.03388  8.57525  -3.87003  0.4337
H  10.29589  10.57732  -1.95788  0.3734
H  9.78938  9.68740  -0.45299  0.2538
H  8.97392  9.38486  -1.86442  0.5144
H  10.11228  7.32561  -0.22573  0.3988
H  10.91711  6.32003  -1.51456  0.4273
H  9.37383  6.76792  -1.79268  0.3763
H  12.35720  7.79746  0.35242  0.3682
C  19.00152  9.85649  0.29708  -2.3278
C  20.09934  9.66013  1.38443  2.5724
C  21.31884  10.52228  0.97815  -2.1984
C  19.56361  10.33117  2.61735  -0.0184
C  20.32245  10.17357  3.91855  -0.9627
C  20.52445  8.66316  4.13463  -0.6671
C  21.13913  7.83027  2.90292  1.6493
C  22.60641  8.03621  2.85634  -1.8231
C  20.82775  6.37417  3.26897  -1.8022
N  20.40319  8.25339  1.66895  0.7325
O  20.51125  7.45680  0.55738  -0.5674
H  18.61104  10.87101  0.21727  0.3432
H  19.35896  9.35938  -0.60471  0.5187
H  18.07589  9.31454  0.49094  0.4990
H  22.04330  10.66931  1.77917  0.4017
H  21.93855  10.01064  0.24175  0.4253
H  21.06285  11.52963  0.64980  0.4066
H  19.53209  11.41724  2.53038  -0.0222
H  18.53295  10.00804  2.76372  -0.7439
H  21.29097  10.65982  3.80173  0.3385
H  19.82970  10.60089  4.79187  0.4825
H  19.57222  8.24554  4.46169  -0.2418
H  21.20287  8.71042  4.98646  0.5474
H  23.23483  7.24714  2.44336  0.4193
H  23.10172  8.17198  3.81776  0.3370
H  22.99910  8.82118  2.21004  0.2962
H  19.74207  6.33282  3.18126  0.3894
H  21.18226  6.08500  4.25832  0.3581
H  21.19685  5.65762  2.53520  0.3834
H  19.61101  7.15254  0.42104  0.3372
C  14.94474  6.07865  10.36683  -1.8404
C  15.93171  7.01816  9.78519  1.8943
C  15.40326  8.44247  9.58507  -2.1508
C  17.23707  7.12222  10.69660  -1.0490
C  18.20444  5.94776  10.70452  -0.8588
C  18.60765  5.70172  9.22342  -1.0783
C  17.26336  5.50808  8.22925  1.4097
C  17.90087  5.48116  6.82601  -2.3561
C  16.72576  4.05555  8.44464  -1.6952
N  16.34658  6.65420  8.37769  0.5714
O  15.28617  6.53954  7.53405  -0.4173
H  14.64803  6.42057  11.35837  0.4382
H  13.99974  5.99671  9.82985  0.2921
H  15.44845  5.11258  10.39992  0.4197
H  16.11968  9.12658  9.13028  0.3038
H  14.34787  8.55644  9.33758  0.2944
H  15.44056  8.79037  10.61739  0.6324
H  17.88227  7.96663  10.45411  0.3546
H  16.95437  7.08941  11.74879  0.4402
H  19.04052  6.15841  11.37137  0.4177
H  17.70420  5.07219  11.11834  0.3435
H  19.10514  4.73192  9.23308  0.4571
H  19.29558  6.47221  8.87529  0.4258
H  17.29747  5.06820  6.01763  0.3580
H  18.82505  4.90522  6.87376  0.6007
H  18.29088  6.45759  6.53866  0.3553
H  16.86871  3.79157  9.49249  0.3503
H  17.31443  3.35762  7.84927  0.4697
H  15.64768  4.17605  8.33818  0.3076
H  15.40561  7.36265  7.05465  0.2257
C  16.46680  8.64067  4.86338  -2.1053
C  15.53958  9.80999  4.55944  2.6860
C  16.15883  11.22965  4.87222  -1.3476
C  15.20793  9.82112  2.96696  -1.2749
C  13.93583  10.70013  2.66283  0.9759
C  12.82970  10.11942  3.55033  -2.1070
C  13.01839  10.28064  5.03787  1.9667
C  12.80631  11.75117  5.41329  -1.5607
C  11.82826  9.54908  5.73768  -1.9831
N  14.33623  9.58309  5.29159  0.6776
O  14.51084  9.56456  6.56530  -0.2179
H  16.84817  8.56988  5.88203  0.5786
H  15.76978  7.81163  4.74112  0.3486
H  17.26886  8.45805  4.14823  -0.1117
H  15.52661  12.03592  4.50029  0.3898
H  16.41682  11.50575  5.89462  0.3684
H  17.17359  11.21302  4.47464  -0.0581
H  15.98983  10.29391  2.37265  0.1017
H  15.15525  8.78259  2.64018  0.5423
H  14.14568  11.75467  2.84175  -0.1913
H  13.64167  10.53781  1.62590  -0.6461
H  12.65801  9.11665  3.15909  0.1377
H  11.92190  10.65677  3.27599  0.7557
H  13.28528  12.54182  4.83575  0.1287
H  13.19008  12.07109  6.38204  0.4003
H  11.75080  12.02319  5.41249  0.4631
H  11.70469  9.63195  6.81748  0.2780
H  11.88695  8.49796  5.45518  0.3226
H  10.86897  9.80332  5.28688  0.5064
H  14.49151  10.46621  6.89433  0.3300
O  13.59643  6.76968  4.69285  -0.7326
H  14.05204  7.58925  4.88508  0.0829
H  12.97247  6.66769  5.41154  0.2533
O  13.06735  6.50838  1.99312  -0.5488
H  12.97257  5.55950  2.07605  0.2162
H  13.37133  6.79536  2.85421  0.3453

***

Energy ordering: run i at the bottom, the next structure 380.4 kJ/mol above.